Here is C9H6Cl2N2NdO4Tm as an isolated structure at a distorted geometry from OMol25. Energies are from the ωB97M-V functional and the def2-TZVPD basis.

LUMO (spin up / spin down)   -15.38 / -15.30 eV
2S+1   6
Charge   +4
Kohn-Sham gap (spin up / spin down)   2.974 / 3.058 eV
E   -90407.7540 eV
Max |F|   0.267 hartree/bohr

Positions of all 25 atoms, in Å:
Tm1 -0.483 -1.672 -0.324
Nd1 -0.456 -0.856 -7.622
Cl1 -1.204 1.360 -7.018
Cl2 1.524 -3.016 -0.422
O1 -1.656 -3.944 1.839
O2 -0.366 3.299 4.886
O3 -1.325 -0.100 -10.913
O4 0.286 -3.853 -8.997
N1 -0.133 -0.159 1.263
N2 1.365 2.096 5.657
C1 -1.252 -3.151 1.092
C2 0.414 2.370 4.718
C3 -1.003 -0.415 -9.807
C4 0.293 1.517 3.474
C5 0.964 -0.326 2.069
C6 -0.810 1.708 2.619
C7 1.195 0.499 3.163
C8 -1.017 0.866 1.537
C9 0.003 -2.771 -8.628
H1 1.628 -1.160 1.848
H2 -1.899 0.947 0.896
H3 2.021 1.325 5.599
H4 -1.554 2.479 2.815
H5 1.393 2.672 6.487
H6 2.069 0.284 3.770

Mulliken population analysis, charges in e, atoms 1 to 6: Tm 1.476; Nd 1.803; Cl -0.165; Cl -0.305; O 0.089; O -0.539